Entry 1:
Density functional theory data (ωB97M-V/def2-TZVPD) for 3 unconnected molecules or ions with the total composition C20H38F4O4P at a distorted geometry.

## Properties
- spin multiplicity = 1
- largest force on an atom (hartree/bohr) = 0.05151
- gap between HOMO and LUMO (eV) = 5.612
- charge = +1
- total energy (Eh) = -1826.16431
- ΔE to the lowest compared entry with this formula, charge and spin (kcal/mol) = 54.7

Each line ends with the Löwdin charge.
Geometry (Å):
C  3.05  0.05  2.63  -0.07
C  2.82  0.13  1.04  -0.29
C  3.62  1.19  0.16  -0.07
C  1.85  -0.76  0.47  -0.09
C  0.34  -0.54  0.98  -0.18
C  -0.74  -1.15  -0.02  -0.18
C  -1.69  -2.27  0.62  -0.34
C  -0.96  -3.70  0.57  -0.06
C  -2.30  -1.91  2.05  -0.20
C  -3.84  -1.42  2.01  -0.29
P  -3.95  0.47  2.09  1.20
C  -3.48  1.31  0.45  -0.49
F  -2.17  1.79  0.43  0.05
F  -3.77  0.45  -0.63  0.05
C  -4.41  2.61  0.27  -0.25
F  -4.11  3.48  1.34  0.03
F  -5.76  2.30  0.23  0.06
H  3.20  -1.03  2.92  0.07
H  3.91  0.72  2.94  0.07
H  2.13  0.41  3.19  0.07
H  4.13  0.61  -0.68  0.09
H  4.39  1.76  0.78  0.07
H  2.85  1.91  -0.26  0.08
H  2.15  -1.56  -0.26  0.10
H  0.19  0.60  0.96  0.10
H  0.30  -0.96  2.03  0.10
H  -1.40  -0.39  -0.54  0.08
H  -0.16  -1.68  -0.85  0.11
H  -2.59  -2.37  -0.09  0.13
H  -0.87  -4.18  1.59  0.08
H  0.03  -3.63  0.02  0.07
H  -1.60  -4.42  -0.05  0.09
H  -1.71  -1.15  2.64  0.09
H  -2.32  -2.89  2.64  0.12
H  -4.41  -1.84  1.13  0.11
H  -4.31  -1.78  2.99  0.11
H  -5.33  0.79  2.36  0.07
H  -3.09  1.03  3.09  0.08
H  -4.06  3.15  -0.68  0.18
O  2.44  -4.31  0.59  0.08
C  3.62  -4.48  0.77  -0.52
O  4.33  -3.57  1.46  -0.01
C  5.69  -3.76  1.88  -0.23
C  6.66  -3.38  0.77  -0.06
C  4.34  -5.65  0.15  0.01
H  5.85  -4.77  2.25  0.12
H  5.84  -3.09  2.73  0.12
H  6.53  -4.02  -0.10  0.07
H  7.69  -3.48  1.12  0.09
H  6.48  -2.36  0.45  0.08
H  4.57  -5.41  -0.89  0.10
H  3.67  -6.51  0.18  0.10
H  5.25  -5.94  0.67  0.07
O  -3.93  6.33  -6.11  0.12
C  -3.42  6.09  -5.05  -0.53
O  -2.35  5.27  -4.99  0.00
C  -1.56  5.06  -3.81  -0.23
C  -2.17  4.00  -2.93  -0.08
C  -4.01  6.62  -3.77  0.01
H  -1.38  6.00  -3.28  0.12
H  -0.58  4.72  -4.16  0.13
H  -3.17  4.29  -2.57  0.05
H  -1.54  3.81  -2.06  0.08
H  -2.30  3.07  -3.49  0.09
H  -4.84  5.97  -3.47  0.09
H  -4.38  7.63  -3.95  0.10
H  -3.29  6.70  -2.95  0.07

Entry 2:
Density functional theory data (ωB97M-V/def2-TZVPD) for C5H8BrNO4 in the gas phase at a distorted geometry.

## Properties
- spin multiplicity = 1
- largest force on an atom (hartree/bohr) = 0.06996
- gap between HOMO and LUMO (eV) = 9.610
- SMILES string = CC(=O)[C@](Br)([C@H](C)O)[N+](=O)[O-]
- total energy (Eh) = -3124.90247
- ΔE to the lowest compared entry with this formula, charge and spin (kcal/mol) = 28.9

Each line ends with the Löwdin charge.
Geometry (Å):
C  2.25  -1.15  -0.46  -0.02
C  1.66  0.20  -0.62  -0.46
O  1.90  1.16  0.05  0.10
C  0.37  0.21  -1.49  -0.48
Br  0.52  1.96  -2.55  0.82
C  -0.92  0.24  -0.67  -0.38
C  -1.54  1.60  -0.36  -0.11
O  -0.72  -0.48  0.55  -0.03
N  0.29  -0.79  -2.58  -0.42
O  1.39  -1.18  -2.87  0.08
O  -0.76  -1.13  -3.09  0.10
H  3.18  -1.29  -0.98  0.09
H  2.61  -1.35  0.57  0.10
H  1.60  -2.06  -0.58  0.11
H  -1.70  -0.32  -1.15  0.13
H  -0.95  2.38  0.20  0.09
H  -2.34  1.62  0.43  0.10
H  -1.93  2.20  -1.17  0.05
H  -0.33  0.06  1.26  0.11

Entry 3:
Density functional theory data (ωB97M-V/def2-TZVPD) for a molecular structure, C18H41N2P3S2Yb at a distorted geometry.

## Properties
- spin multiplicity = 2
- largest force on an atom (hartree/bohr) = 0.03334
- gap between HOMO and LUMO (alpha / beta) (eV) = 6.931 / 4.744
- charge = +3
- total energy (Eh) = -3798.14303
- expectation value of S² = 0.769
- ΔE to the lowest compared entry with this formula, charge and spin (kcal/mol) = 0.0

Each line ends with the Löwdin spin population.
Geometry (Å):
Yb  0.27  -1.09  -1.09  0.59
P  -0.88  2.40  1.01  0.00
P  -2.61  -0.71  -0.77  0.00
P  2.55  0.90  -0.28  0.00
H  0.11  -2.36  -7.84  0.00
C  1.16  -2.58  -7.62  0.00
C  1.48  -3.69  -6.94  0.00
H  0.69  -4.37  -6.59  0.00
C  -1.18  3.91  0.09  0.00
C  -2.43  1.93  1.77  0.00
C  0.31  2.83  2.29  0.00
C  -2.44  -2.11  -1.95  0.00
C  -4.07  -1.30  0.21  0.00
C  -3.44  0.52  -1.85  0.00
C  3.84  0.28  -1.43  0.00
C  3.60  1.03  1.24  0.00
C  2.54  2.67  -0.80  0.00
H  1.90  -1.92  -8.07  0.00
H  2.51  -4.03  -6.79  0.00
H  -1.43  4.71  0.79  0.00
H  -2.01  3.79  -0.61  0.00
H  -0.29  4.21  -0.47  0.00
H  -2.67  2.69  2.52  0.00
H  -2.33  0.96  2.28  0.00
H  -3.27  1.86  1.07  0.00
H  -0.13  3.69  2.81  0.00
H  1.28  3.15  1.89  0.00
H  0.45  2.02  3.01  0.00
H  -3.42  -2.60  -2.01  0.00
H  -1.73  -2.88  -1.58  0.00
H  -2.16  -1.79  -2.96  0.00
H  -4.95  -0.66  0.05  0.00
H  -3.78  -1.25  1.26  0.00
H  -4.32  -2.34  -0.04  0.00
H  -4.41  0.15  -2.20  0.00
H  -2.79  0.74  -2.72  0.00
H  -3.59  1.44  -1.27  0.00
H  4.68  0.99  -1.45  0.00
H  3.44  0.16  -2.45  0.00
H  4.19  -0.71  -1.10  0.00
H  4.48  1.67  1.06  0.00
H  3.94  0.02  1.50  0.00
H  3.02  1.42  2.08  0.00
H  3.57  3.01  -1.00  0.00
H  2.08  3.33  -0.04  0.00
H  1.95  2.75  -1.72  0.00
C  0.89  -2.04  -3.45  0.03
C  0.72  -0.63  -3.60  0.02
C  0.01  -0.13  -4.70  0.00
C  -0.58  -1.00  -5.61  0.04
C  -0.61  -2.37  -5.34  -0.01
C  0.13  -2.90  -4.29  0.04
S  1.91  -2.74  -2.26  0.27
H  -0.31  1.39  0.14  0.00
H  1.30  0.07  -2.96  0.00
H  -0.04  0.94  -4.86  0.00
H  -0.94  -0.62  -6.56  0.00
H  -1.07  -3.04  -6.06  0.00
H  0.33  -3.97  -4.24  0.00
N  1.49  -1.60  4.07  0.00
C  0.57  -0.93  3.35  0.00
N  -0.01  0.10  4.04  0.00
S  0.20  -1.38  1.74  0.00
H  1.70  -1.33  5.03  0.00
H  1.95  -2.40  3.66  0.00
H  -0.89  0.48  3.71  0.00
H  0.13  0.09  5.05  0.00

Entry 4:
Density functional theory data (ωB97M-V/def2-TZVPD) for 9 unconnected molecules or ions with the total composition C28H79N5O9 at a distorted geometry.

## Properties
- spin multiplicity = 1
- largest force on an atom (hartree/bohr) = 0.02661
- gap between HOMO and LUMO (eV) = 9.391
- SMILES string = COC[C@H](C)N.COC[C@H](C)N.COC[C@H](C)N.COC[C@H](C)N.COC[C@H](C)N.CCO.CCO.CCO.CCO
- total energy (Eh) = -2065.04412
- ΔE to the lowest compared entry with this formula, charge and spin (kcal/mol) = 0.0

Each line ends with the Löwdin charge.
Geometry (Å):
C  -0.95  -4.25  -6.04  -0.10
O  -1.52  -3.58  -4.94  -0.20
C  -1.94  -4.46  -3.93  -0.22
C  -2.55  -3.65  -2.81  -0.43
C  -1.46  -2.97  -1.99  -0.05
N  -3.36  -4.49  -1.92  0.04
H  -0.05  -4.79  -5.71  0.09
H  -0.63  -3.52  -6.78  0.09
H  -1.64  -4.99  -6.44  0.09
H  -2.61  -5.25  -4.32  0.13
H  -1.09  -5.04  -3.52  0.13
H  -3.12  -2.84  -3.29  0.14
H  -0.92  -2.21  -2.55  0.06
H  -0.72  -3.68  -1.61  0.08
H  -1.93  -2.44  -1.15  0.07
H  -4.08  -4.96  -2.45  0.07
H  -3.82  -3.90  -1.24  0.07
C  1.85  -3.95  0.28  -0.11
O  1.35  -3.93  1.59  -0.18
C  2.23  -3.31  2.49  -0.22
C  1.69  -3.45  3.90  -0.42
C  0.25  -3.03  4.03  -0.06
N  2.46  -2.54  4.79  0.03
H  1.20  -4.56  -0.35  0.08
H  2.87  -4.35  0.23  0.09
H  1.84  -2.95  -0.18  0.06
H  3.22  -3.80  2.46  0.13
H  2.38  -2.25  2.25  0.12
H  1.85  -4.47  4.27  0.14
H  -0.40  -3.39  3.24  0.08
H  0.19  -1.94  3.91  0.06
H  -0.15  -3.20  5.03  0.08
H  1.91  -2.43  5.63  0.05
H  3.35  -2.93  5.07  0.07
C  3.22  3.57  -5.41  -0.12
O  1.92  3.72  -4.91  -0.18
C  1.40  2.49  -4.47  -0.22
C  -0.04  2.66  -4.04  -0.42
C  -0.16  3.72  -2.95  -0.05
N  -0.58  1.40  -3.52  0.07
H  3.27  2.77  -6.17  0.09
H  3.90  3.31  -4.59  0.09
H  3.56  4.48  -5.90  0.08
H  1.45  1.78  -5.31  0.13
H  1.97  2.07  -3.63  0.13
H  -0.68  3.00  -4.86  0.14
H  0.40  3.43  -2.06  0.07
H  -1.20  3.84  -2.64  0.07
H  0.24  4.66  -3.33  0.08
H  -0.23  1.25  -2.58  0.04
H  -0.17  0.60  -4.01  0.04
C  -3.53  2.03  2.95  -0.07
O  -3.06  2.08  1.61  -0.24
C  -3.72  1.19  0.72  -0.19
C  -3.20  1.46  -0.69  -0.43
C  -3.74  2.76  -1.26  -0.05
N  -3.58  0.32  -1.56  0.05
H  -4.52  2.48  3.06  0.09
H  -2.83  2.66  3.50  0.09
H  -3.53  1.01  3.34  0.10
H  -3.46  0.16  0.97  0.12
H  -4.81  1.30  0.74  0.13
H  -2.12  1.51  -0.71  0.10
H  -3.35  3.65  -0.74  0.07
H  -4.83  2.80  -1.18  0.08
H  -3.44  2.89  -2.30  0.07
H  -2.94  0.34  -2.35  0.06
H  -4.49  0.49  -1.98  0.07
C  -1.67  2.99  8.31  -0.11
O  -1.12  2.41  7.15  -0.20
C  0.13  1.80  7.39  -0.22
C  0.89  1.58  6.08  -0.44
C  -0.01  1.12  4.95  -0.06
N  2.03  0.68  6.22  0.05
H  -1.95  2.21  9.03  0.09
H  -2.53  3.58  8.02  0.09
H  -0.95  3.67  8.80  0.09
H  0.74  2.45  8.04  0.12
H  -0.03  0.83  7.88  0.13
H  1.25  2.57  5.76  0.14
H  0.53  0.83  4.05  0.07
H  -0.80  1.85  4.79  0.06
H  -0.59  0.22  5.18  0.08
H  1.66  -0.27  6.27  0.05
H  2.49  0.82  7.12  0.07
C  2.02  -2.70  -3.72  -0.08
C  1.61  -1.69  -4.77  -0.29
O  0.29  -1.22  -4.54  -0.11
H  1.72  -2.34  -2.73  0.05
H  3.09  -2.88  -3.68  0.08
H  1.57  -3.69  -3.90  0.06
H  1.71  -2.11  -5.78  0.11
H  2.27  -0.82  -4.72  0.11
H  -0.35  -1.93  -4.46  0.05
C  0.54  5.14  0.42  -0.08
C  -0.66  4.48  1.05  -0.29
O  -0.76  3.14  0.58  -0.12
H  1.43  4.51  0.36  0.08
H  0.80  6.09  0.89  0.08
H  0.31  5.37  -0.62  0.06
H  -1.56  5.03  0.74  0.11
H  -0.65  4.50  2.14  0.11
H  -1.59  2.76  0.93  0.03
C  -0.52  -0.39  1.15  -0.05
C  -0.13  -0.28  -0.31  -0.29
O  0.67  0.87  -0.58  -0.11
H  0.36  -0.46  1.80  0.07
H  -1.11  -1.30  1.32  0.08
H  -1.10  0.47  1.49  0.06
H  -1.09  -0.23  -0.83  0.08
H  0.48  -1.13  -0.62  0.10
H  0.27  1.68  -0.23  0.06
C  5.11  -0.85  -0.94  -0.09
C  3.75  -0.33  -0.63  -0.33
O  3.07  -0.06  -1.84  -0.09
H  5.06  -1.71  -1.61  0.07
H  5.65  -1.16  -0.04  0.07
H  5.74  -0.10  -1.43  0.08
H  3.76  0.54  0.05  0.12
H  3.20  -1.09  -0.05  0.09
H  2.16  0.18  -1.61  0.03